The following is a quantum chemistry calculation of a 2-piece molecular cluster, C3H3NO2 overall, from the OMol25 dataset.

HOMO-LUMO gap in eV: 7.34
Energy relative to the best compared isomer or geometry (same formula, charge and spin) in eV: 5.065
Calculated total energy in hartree: -321.1915

Element x y z (Å)
C 1.3276 -0.3136 -0.6886
C -0.5502 -0.7015 -3.4284
C 1.6507 -1.3590 -1.2931
N 0.4147 -0.0052 0.3877
O 2.3248 -1.9977 -2.0039
O -1.2019 -0.8993 -2.5392
H 1.0904 -0.1135 1.2854
H 0.2788 0.9777 0.1221
H -0.4783 -0.6501 0.5491